Entry from the Open Molecules 2025 dataset: a structure of composition C16H27CdNO5 in a non-equilibrium geometry (ωB97M-V/def2-TZVPD).

Charge: +2
LUMO energy in Eh: -0.2794
Calculated total energy in eV: -33304.131
Kohn-Sham gap in eV: 4.444
HOMO in eV: -12.05

Last column: natural (NBO) charge in e.
Positions of all 50 atoms, in Å:
C  -0.84256  -2.15696  -5.04684  -0.3967
C  -1.54364  -1.37524  -5.91296  -0.0038
H  -0.69562  -3.20862  -5.28885  0.2056
H  -0.35483  -1.75206  -4.16311  0.1608
C  -1.71372  0.04503  -5.66254  0.0021
C  -1.59723  0.55208  -4.40340  -0.4099
H  -1.40101  -0.07601  -3.53742  0.1713
H  -1.78281  1.61317  -4.24545  0.1978
C  -2.13921  -1.98114  -7.16951  -0.6425
H  -1.88931  -3.04650  -7.19784  0.2244
H  -1.75826  -1.50773  -8.08480  0.2298
H  -3.23545  -1.88338  -7.18410  0.2273
C  -2.03995  0.96436  -6.82379  -0.6430
H  -2.96537  0.67584  -7.34092  0.2312
H  -1.23502  0.96560  -7.57482  0.2273
H  -2.15550  1.98426  -6.44348  0.2204
Cd  0.09590  -0.10963  3.25970  1.7267
O  0.52130  -0.77990  1.37115  -0.7771
C  1.23637  -0.15007  0.53518  0.7214
O  1.51936  1.56537  3.13230  -0.7283
C  2.17016  1.67602  2.07370  0.9401
O  3.08612  2.61270  1.96216  -0.3909
N  2.07338  0.91055  0.91626  -0.4611
C  3.74108  2.47847  0.66849  -0.0958
C  2.95430  1.48182  -0.09560  -0.2432
H  4.75928  2.12346  0.77738  0.2295
H  3.76549  3.42199  0.14116  0.2433
H  3.53463  0.67430  -0.51475  0.2407
H  2.32441  1.93530  -0.85316  0.2316
C  1.12275  -0.69276  -0.77054  -0.4026
C  0.20120  -1.68699  -0.96556  -0.0833
H  1.76136  -0.37302  -1.56412  0.2520
H  -0.42400  -2.02856  -0.16096  0.2207
H  0.07058  -2.18746  -1.90871  0.2405
C  1.90855  -0.86275  5.65505  -0.2726
O  0.54002  -1.10739  5.22422  -0.6434
C  -0.53927  -0.88411  6.13852  -0.1084
C  -1.84688  -0.62519  5.36319  -0.1068
O  -1.67436  0.45125  4.40700  -0.6410
C  -1.64801  1.83650  4.85921  -0.2746
H  2.58744  -1.30514  4.90372  0.2150
H  2.13050  -1.32899  6.63161  0.2309
H  2.09801  0.22697  5.72004  0.1976
H  -0.67207  -1.74938  6.79813  0.2339
H  -0.31467  0.00648  6.74264  0.1996
H  -2.12929  -1.50885  4.76857  0.2183
H  -2.68602  -0.40436  6.03226  0.2409
H  -2.50594  2.06202  5.51383  0.2307
H  -0.69066  2.05760  5.37050  0.1923
H  -1.72149  2.45107  3.94730  0.2215

Entry from the Open Molecules 2025 dataset: a structure of composition C13H26NO2Rb in a non-equilibrium geometry (ωB97M-V/def2-TZVPD).

Charge: 0
LUMO energy in Eh: -0.0037
Calculated total energy in eV: -20136.584
Kohn-Sham gap in eV: 6.148
Relative energy (zero: lowest compared OMol25 entry of this formula, charge and spin) in kcal per mole: 93.2
HOMO in eV: -6.25

Last column: Mulliken charge in e.
Positions of all 43 atoms, in Å:
Rb  1.52466  0.76722  0.77870  0.9014
C  0.14097  -3.61363  0.45083  -1.9429
C  0.93443  -2.33915  0.02187  1.5776
C  1.53998  -2.42962  -1.42392  -1.1320
C  0.55799  -2.16054  -2.56136  -0.8451
C  -0.12586  -0.80638  -2.29156  -1.2430
C  -0.82657  -0.68449  -0.90943  2.1129
N  0.21055  -1.01739  0.14239  0.1297
O  -0.20081  -0.69281  1.53759  -0.7536
C  -2.17444  -1.49651  -0.88331  -1.7372
C  -1.14343  0.88383  -0.95848  -2.3898
C  2.22477  -2.36352  0.94368  -1.5425
H  0.80429  -4.46416  0.60799  0.4647
H  -0.54791  -3.89080  -0.34712  0.3577
H  -0.42369  -3.42427  1.36373  0.3997
H  1.97751  -3.41530  -1.58237  0.4229
H  2.33067  -1.68603  -1.52384  0.3207
H  -0.17184  -2.96971  -2.53500  0.3084
H  1.08543  -2.19970  -3.51445  0.4146
H  -0.85220  -0.60933  -3.08004  0.4477
H  0.61387  -0.00665  -2.32785  0.2770
H  -2.58766  -1.72966  -1.86463  0.2945
H  -2.92229  -0.91529  -0.34385  0.4094
H  -2.18109  -2.43433  -0.32783  0.3558
H  -1.62722  1.21835  -0.04080  0.1080
H  -1.77918  1.17348  -1.79516  0.4779
H  -0.21846  1.45967  -0.98921  0.4398
H  2.64172  -1.37142  0.77051  0.2492
H  3.00345  -3.01350  0.54462  0.3984
H  2.04580  -2.55081  2.00245  0.2945
C  -1.32890  4.04555  1.49045  -0.5978
C  0.07622  4.51404  1.81395  -0.6446
C  1.03496  3.35634  1.59863  -0.4673
O  0.25988  2.42859  0.86433  -0.4673
C  -1.13546  2.59701  1.25153  -0.3211
H  -1.69493  4.45431  0.54862  0.2753
H  -1.99330  4.30994  2.31311  0.2772
H  0.18433  4.91932  2.82001  0.3359
H  0.42489  5.37058  1.23699  0.2785
H  1.47612  2.91905  2.49432  0.3903
H  1.89258  3.66652  1.00164  0.2802
H  -1.22963  2.03545  2.18097  0.3344
H  -1.82018  2.16574  0.52128  0.7501